[1]
Density functional theory data (ωB97M-V/def2-TZVPD) for a cluster of 2 separate species, CH2IN2PS in total in a non-equilibrium geometry.

The SMILES is [H]/P=N/N=C=S.I. The value obtained for the LUMO energy is -0.0394 Ha. As for the HOMO energy: -0.3231 Eh. The calculation puts the relative energy (zero: lowest compared OMol25 entry of this formula, charge and spin) at 57.8 kcal per mole.

Last column: Löwdin charge in e.
Positions of all 8 atoms, in Å:
H 1.7128 -2.1160 0.7247  -0.172
P 2.0182 -1.3054 -0.3446  0.802
N 0.6426 -0.5918 -0.4140  -0.451
N 0.3999 0.4605 -1.1728  -0.110
C -0.5576 1.0219 -1.5917  -0.791
S -1.6104 1.9141 -2.3141  0.708
I -0.6124 0.5766 2.8510  0.365
H -1.9933 0.0401 2.2616  -0.351

Forces on the atoms, in the same order (eV/Å):
-0.46 -0.71 0.65
2.05 0.17 -0.97
-1.50 -0.01 1.15
0.99 -0.56 0.00
-0.60 0.90 -0.78
-0.48 0.19 -0.08
0.16 0.10 0.13
-0.16 -0.08 -0.10

[2]
Density functional theory data (ωB97M-V/def2-TZVPD) for a structure of composition C16H14Cl3GeIrN2O2Se.

As for the net charge: -1. The value obtained for the LUMO energy (alpha / beta) is 0.0875 / 0.0740 Ha. As for the HOMO energy (alpha / beta): -0.1878 / -0.1815 Eh. The expectation value of S² is 0.759. As for the spin multiplicity: 2. The calculation puts the relative energy (zero: lowest compared OMol25 entry of this formula, charge and spin) at 15.5 kcal per mole.

Last column: Löwdin spin population.
Positions of all 40 atoms, in Å:
Ir 1.0934 1.3475 -2.2572  0.037
Cl 2.8161 -2.0116 -3.0166  0.001
Ge 1.9680 -0.1551 -3.8395  0.015
Cl 3.5173 0.3998 -5.2774  0.015
Cl 0.4552 -1.0476 -5.2101  0.001
C -0.4972 -3.4546 -1.9136  0.000
C -0.1971 -2.6443 -0.6797  0.000
C 0.7997 -3.0623 0.1934  0.000
C 1.1223 -2.2993 1.3034  0.000
C 0.4895 -1.0925 1.5435  0.000
C -0.5010 -0.6465 0.6727  0.000
N -1.1107 0.6201 0.7975  0.000
C -0.7454 1.4644 1.8770  0.000
C -1.2319 1.1685 3.1493  0.000
C -0.9268 1.9743 4.2306  0.000
C -0.1301 3.0999 4.0535  0.000
C 0.3659 3.3891 2.7950  0.000
C 0.0741 2.5870 1.6942  0.005
C 0.7468 2.9378 0.3727  0.011
O 1.7681 3.6035 0.3935  0.064
O 0.1456 2.4807 -0.6791  0.017
C -0.8787 -1.4550 -0.4123  -0.001
C -2.0210 -1.0224 -1.2839  -0.001
H 0.2147 -4.2728 -2.0075  0.000
H -0.4092 -2.8470 -2.8174  0.000
H -1.5025 -3.8840 -1.8871  0.000
H 1.3438 -3.9739 -0.0188  0.000
H 1.9113 -2.6257 1.9698  0.000
H 0.7961 -0.4716 2.3737  0.000
H -0.9713 1.1591 -0.0576  0.000
H -1.8590 0.2928 3.2673  0.000
H -1.3171 1.7295 5.2111  0.000
H 0.1096 3.7387 4.8941  0.000
H 1.0200 4.2353 2.6306  0.000
H -2.7892 -0.5499 -0.6685  0.000
H -2.4539 -1.8730 -1.8070  0.000
H -2.3366 0.2868 -2.9630  -0.001
Se 3.2082 2.3896 -1.9281  0.835
N -1.6255 -0.0265 -2.3142  0.008
C -0.4617 0.5112 -2.3843  -0.007

Forces on the atoms, in the same order (eV/Å):
0.05 -0.08 0.07
-0.01 0.00 -0.01
0.00 -0.01 0.01
-0.01 0.01 0.00
0.01 -0.01 0.00
0.01 0.01 -0.01
0.01 0.00 0.01
-0.01 0.00 -0.01
0.00 0.00 0.00
0.01 -0.01 0.00
-0.01 0.00 0.00
0.00 0.00 0.00
0.00 0.00 -0.01
0.00 -0.01 0.00
0.00 0.00 0.00
0.00 0.00 -0.01
0.00 0.00 0.00
0.00 0.01 -0.01
0.01 0.00 0.02
-0.01 0.00 0.00
0.01 -0.01 -0.02
0.00 0.00 0.00
-0.01 0.02 -0.01
0.00 0.00 0.01
-0.01 0.00 0.00
0.00 0.00 0.00
0.00 0.00 0.00
0.00 0.00 0.00
0.00 0.00 0.00
0.00 0.01 0.00
0.00 0.00 0.00
0.00 0.00 0.00
0.00 0.00 0.00
0.00 0.00 0.00
0.00 -0.01 0.01
-0.01 0.00 0.00
0.01 0.00 -0.01
-0.01 -0.01 -0.01
0.06 -0.16 0.09
-0.10 0.25 -0.14

[3]
Density functional theory data (ωB97M-V/def2-TZVPD) for an isolated molecule of CH4N4S in a non-equilibrium geometry.

The value obtained for the LUMO energy is 0.0319 Ha. As for the HOMO energy: -0.2774 Eh. The calculation puts the relative energy (zero: lowest compared OMol25 entry of this formula, charge and spin) at 80.9 kcal per mole.

Last column: Löwdin charge in e.
Positions of all 10 atoms, in Å:
C 1.5464 -0.5529 -0.0634  -0.308
N -1.6849 0.4683 0.9781  -0.109
N -1.0183 -0.6201 1.0533  -0.297
N -0.8812 0.4282 -1.1540  -0.327
N -1.5639 1.0894 -0.1861  -0.186
S -0.2406 -0.9731 -0.4387  0.946
H 2.1279 -0.5222 -0.9598  0.011
H 1.8059 -1.5664 0.3402  0.023
H 1.8907 0.2297 0.7486  0.093
H -1.9819 2.0191 -0.3181  0.154

Forces on the atoms, in the same order (eV/Å):
0.49 -1.09 2.66
0.43 1.56 -1.15
-0.58 -0.90 0.33
0.24 -1.60 -1.15
0.16 -1.32 2.23
-0.04 4.45 -0.37
0.08 0.48 -0.83
0.19 0.68 0.11
-1.30 -1.30 -1.81
0.34 -0.95 -0.03

Number 1: total energy -1185.94754 hartree. Number 2: total energy -6841.60243 hartree. Number 3: total energy -657.54673 hartree.